<w>
{"formula": "C6H8OS", "method": "ωB97M-V/def2-TZVPD", "elements": ["S", "O", "C", "C", "C", "C", "C", "C", "H", "H", "H", "H", "H", "H", "H", "H"], "positions_angstrom": [[0.028, 2.194, -0.295], [-0.412, -0.595, 2.021], [-0.752, 0.591, -0.570], [0.663, -0.578, 1.059], [-0.902, -0.606, -1.446], [0.768, -1.806, 0.132], [-0.212, -1.759, -1.036], [0.581, 0.524, 0.023], [-0.149, -1.221, 2.821], [1.300, 0.460, -0.833], [1.615, -0.469, 1.466], [1.745, -1.924, -0.604], [0.106, -2.599, -1.927], [-1.693, 0.663, 0.161], [-1.705, -0.662, -2.235], [0.747, -2.789, 0.740]], "lowdin_charge": [0.885, -0.047, -0.597, -0.377, -0.097, -0.171, -0.119, -0.578, 0.163, 0.115, 0.112, 0.167, 0.163, 0.141, 0.107, 0.134], "smiles": "O[C@H]1CC=C[C@@H]2S[C@H]21", "homo_energy_ev": -8.299, "e_lumo_ha": 0.0215}


<x>
{"formula": "C6H8OS", "method": "ωB97M-V/def2-TZVPD", "elements": ["S", "O", "C", "C", "C", "C", "C", "C", "H", "H", "H", "H", "H", "H", "H", "H"], "positions_angstrom": [[0.096, 1.092, -0.139], [2.318, 0.013, -2.039], [-1.704, -0.763, 0.813], [1.381, -0.850, -1.736], [-0.650, -1.437, -0.165], [-1.139, 0.547, 1.149], [0.239, -0.615, -0.828], [-0.361, 0.682, 2.352], [-2.030, 1.189, 1.171], [1.648, -1.841, -2.049], [0.528, 1.573, 2.058], [-0.027, -0.626, 2.736], [-0.679, -2.391, -0.375], [-1.360, 1.241, 3.390], [-1.976, -1.268, 1.656], [-2.779, -0.835, 0.433]], "lowdin_charge": [0.937, -0.040, -0.201, -0.199, -0.025, -0.773, -0.405, -0.209, 0.102, 0.107, 0.092, 0.178, 0.045, 0.177, 0.068, 0.146], "homo_energy_ev": -8.486, "e_lumo_ha": -0.0218}


<y>
{"formula": "C6H8OS", "method": "ωB97M-V/def2-TZVPD", "elements": ["S", "O", "C", "C", "C", "C", "C", "C", "H", "H", "H", "H", "H", "H", "H", "H"], "positions_angstrom": [[0.747, 1.623, -1.782], [0.633, -1.542, -1.080], [-0.338, 1.506, -0.315], [0.136, -1.119, -0.021], [-0.768, 0.136, 1.830], [-1.059, -1.177, 2.061], [0.089, 0.333, 0.559], [-0.415, -2.110, 1.066], [-1.349, 1.254, -0.694], [0.663, 2.934, -1.885], [-1.005, 1.022, 2.477], [-1.080, -2.899, 0.525], [1.238, 0.345, 0.843], [-1.518, -1.561, 3.018], [0.485, -2.637, 1.583], [-0.309, 2.489, 0.208]], "lowdin_charge": [0.720, 0.038, -0.518, -0.331, -0.065, -0.113, -0.335, -0.118, 0.086, -0.173, 0.120, 0.147, 0.187, 0.116, 0.151, 0.088], "smiles": "O=C1CC=C[C@@H]1CS", "homo_energy_ev": -9.061, "e_lumo_ha": 0.0247}


<z>
{"formula": "C6H8OS", "method": "ωB97M-V/def2-TZVPD", "elements": ["S", "O", "C", "C", "C", "C", "C", "C", "H", "H", "H", "H", "H", "H", "H", "H"], "positions_angstrom": [[-1.162, -1.184, 0.538], [0.118, 0.346, -1.256], [0.124, -1.021, -0.818], [-0.296, 1.163, -0.256], [-1.504, 2.051, 0.298], [1.732, -1.681, 0.976], [-1.630, 0.516, 0.056], [1.447, -1.200, -0.242], [0.009, -1.583, -1.815], [2.281, -0.706, -0.898], [0.460, 1.136, 0.580], [0.872, -1.876, 1.622], [-2.012, 2.696, -0.388], [-2.104, 0.416, -0.929], [2.758, -1.533, 1.284], [-1.093, 2.459, 1.247]], "lowdin_charge": [0.928, -0.147, -0.544, -0.365, 0.023, -0.008, -0.481, -0.225, 0.157, 0.152, 0.145, 0.013, 0.084, 0.100, 0.059, 0.111], "smiles": "C=C[C@@H]1O[C@H]2C[C@@H]2S1", "homo_energy_ev": -8.576, "e_lumo_ha": 0.0317}


Need the numbers? Relative energies in kJ/mol: <w> 319.8; <x> 441.2; <y> 0.0; <z> 394.0.